A) Formula: C2H9N4O
Source: OMol25
Level of theory: the ωB97M-V functional and the def2-TZVPD basis

CARTESIAN COORDINATES (ANGSTROEM)
N1 -0.60 2.74 1.51
C1 0.17 1.55 1.56
N2 1.43 1.61 2.20
O1 -0.20 0.52 1.00
H1 -0.56 3.16 0.60
H2 -1.56 2.42 1.61
H3 1.63 0.66 2.51
H4 2.15 1.86 1.54
N3 -1.13 -2.25 -0.89
C2 -0.03 -2.18 -1.58
N4 0.31 -1.11 -2.25
H5 -1.88 -1.59 -1.04
H6 -1.36 -3.06 -0.36
H7 0.71 -2.96 -1.44
H8 1.17 -1.09 -2.78
H9 -0.24 -0.27 -2.20

Computed properties:
Charge: +1



B) Formula: C2H9N4O
Source: OMol25
Level of theory: the ωB97M-V functional and the def2-TZVPD basis

CARTESIAN COORDINATES (ANGSTROEM)
C1 -1.01 -0.61 0.29
C2 2.65 -0.23 0.17
N1 -1.00 -1.83 0.72
N2 -2.45 -0.12 -0.06
N3 -0.09 0.42 0.37
N4 -0.35 1.45 -0.42
O1 1.46 -0.51 -0.43
H1 2.98 0.93 -0.11
H2 3.29 -0.90 -0.47
H3 2.78 -0.27 1.26
H4 -0.14 -2.07 1.05
H5 -2.40 0.97 -0.27
H6 -2.59 -0.43 -1.01
H7 0.27 2.20 -0.15
H8 -3.15 -0.37 0.53
H9 -0.24 1.38 -1.47

Computed properties:
Charge: +1



C) Formula: C2H9N4O
Source: OMol25
Level of theory: the ωB97M-V functional and the def2-TZVPD basis

CARTESIAN COORDINATES (ANGSTROEM)
C1 -1.24 -2.67 0.33
C2 0.21 1.68 -0.64
N1 0.81 0.07 0.94
N2 -1.24 -1.39 0.44
N3 1.09 1.14 0.15
N4 0.43 2.89 -1.20
O1 -0.07 -3.32 0.23
H1 -2.07 -3.48 0.25
H2 -0.73 1.22 -0.72
H3 1.44 -0.68 1.00
H4 -0.06 -0.37 0.71
H5 -2.07 -0.95 0.61
H6 2.06 1.59 0.19
H7 0.56 -2.62 0.44
H8 -0.31 3.35 -1.65
H9 1.19 3.53 -1.07

Computed properties:
Charge: +1



How do the energies compare? Relative to the most stable structure, in eV: A) 0.000; B) 6.050; C) 2.112.



A) Formula: C2H9N4O
Source: OMol25
Level of theory: the ωB97M-V functional and the def2-TZVPD basis

CARTESIAN COORDINATES (ANGSTROEM)
C1 1.31 0.49 0.03
C2 -0.80 -0.79 -0.68
N1 1.83 -0.70 0.35
N2 1.51 1.71 0.03
N3 -1.44 -1.13 1.43
N4 0.16 0.16 -0.71
O1 -1.94 -0.53 -1.12
H1 -0.66 -1.86 -0.44
H2 2.58 -0.85 1.06
H3 1.58 -1.54 -0.19
H4 2.38 2.18 0.35
H5 -0.83 -1.42 2.37
H6 -2.14 -1.83 1.41
H7 -2.00 -0.25 1.49
H8 -0.21 1.14 -1.06
H9 -2.25 0.38 -1.30

Computed properties:
Charge: +1



B) Formula: C2H9N4O
Source: OMol25
Level of theory: the ωB97M-V functional and the def2-TZVPD basis

CARTESIAN COORDINATES (ANGSTROEM)
C1 -1.86 0.32 0.41
C2 2.26 -1.47 -0.58
N1 -0.76 0.17 -0.20
N2 -3.13 0.28 0.04
N3 1.55 0.70 -0.37
N4 1.66 1.76 0.32
O1 2.13 -0.31 0.22
H1 1.52 -2.27 -0.23
H2 -1.65 0.58 1.52
H3 3.26 -1.92 -0.61
H4 -1.03 0.00 -1.19
H5 2.09 1.77 1.28
H6 -3.32 0.00 -1.00
H7 1.13 2.63 -0.06
H8 -3.75 -0.06 0.77
H9 2.17 -1.37 -1.65

Computed properties:
Charge: +1



How do the energies compare? Relative to the most stable structure, in eV: A) 0.000; B) 2.249.